Computed, not measured: 10 unconnected molecules or ions with the total composition C44H62B2ClFN11O2 at a distorted geometry, with ωB97M-V/def2-TZVPD.

Structure (XYZ):
```
123
Properties=species:S:1:pos:R:3:forces:R:3:mulliken_charge:R:1
C -3.444994 6.331552 2.561615 -0.193 -0.180 -0.350 -1.188
C -4.154751 5.224918 3.311842 -0.147 0.255 0.561 -0.543
C -3.233761 4.194497 3.926949 0.038 -0.230 -0.606 0.417
Cl -4.312953 3.123647 4.967754 0.015 -0.035 0.018 -0.323
B -2.295904 3.357990 2.870219 0.146 -0.243 0.132 -0.937
C -1.788833 1.929070 3.588070 0.506 0.612 -0.427 -1.793
C -0.548348 1.350709 2.998207 -0.150 -0.305 0.252 1.156
C -0.539539 0.934661 1.561035 0.597 -0.120 0.052 -0.508
N 0.543660 1.165714 3.630736 0.453 0.017 -0.027 -0.884
C -3.028291 3.074189 1.401016 -1.278 -0.323 -0.135 -0.177
C -3.986881 1.950786 1.400137 1.186 -2.624 -0.199 0.207
O -3.712022 0.755466 1.331691 -0.974 2.344 0.233 -0.642
F -5.334705 2.246205 1.449617 0.279 0.341 0.098 -0.362
B -0.840797 4.226086 2.602491 -0.232 0.436 0.117 1.161
N -0.030674 4.719091 3.714408 -0.087 -0.590 -0.373 -0.743
O -0.319499 4.480061 1.329655 -0.178 -0.418 0.148 -0.715
H -2.806672 5.963848 1.770675 0.263 -0.191 -0.204 0.152
H -4.193072 6.953757 2.083899 -0.127 0.353 -0.064 0.426
H -2.840314 6.938635 3.220432 0.201 0.199 0.238 0.353
H -4.916212 4.746983 2.709597 -0.080 -0.227 -0.404 0.188
H -4.702158 5.693047 4.126486 -0.265 0.139 0.196 0.508
H -2.615472 4.725808 4.640527 0.174 -0.058 0.419 0.477
H -2.575763 1.182953 3.587997 -0.304 -0.165 0.025 0.454
H -1.530796 2.172927 4.612594 -0.204 -0.061 0.477 0.334
H -1.350618 0.270707 1.304288 -0.455 0.080 -0.178 0.109
H -0.558738 1.814296 0.933330 -0.248 0.185 -0.252 -0.444
H 0.401185 0.432406 1.373353 0.291 -0.180 -0.060 0.739
H 0.450644 1.453504 4.602084 -0.117 0.092 0.119 0.342
H -2.300638 2.754982 0.674459 0.484 -0.005 -0.180 -0.035
H -3.524481 3.944122 0.979758 -0.068 0.288 0.135 0.749
H 0.947018 4.465691 3.630510 0.172 0.193 0.089 0.241
H -0.358801 4.334832 4.585095 -0.018 0.085 0.342 0.196
H 0.540042 4.886351 1.429009 0.342 0.381 -0.211 -0.109
N -0.154020 2.589684 -3.889611 0.019 0.042 0.076 0.028
C -0.298757 3.633716 -3.015014 -0.010 -0.042 -0.031 -0.857
C -0.065780 3.163587 -1.751063 0.043 0.053 0.068 -0.387
C 0.238199 1.778780 -1.866088 -0.026 0.008 -0.139 0.177
C 0.171587 1.457381 -3.196325 0.035 -0.090 -0.053 -0.799
H -0.274694 2.645039 -4.881947 -0.022 -0.005 -0.054 0.179
H -0.561093 4.616873 -3.364799 -0.014 0.023 0.014 0.407
H -0.117651 3.741376 -0.841966 -0.048 -0.033 0.020 0.643
H 0.467440 1.098557 -1.063203 0.009 0.029 0.037 0.289
H 0.323918 0.522040 -3.708285 -0.034 -0.014 -0.016 0.468
N 1.756224 -1.827937 -1.264573 0.041 0.015 -0.034 0.096
C 2.437740 -2.872606 -0.714533 -0.034 -0.021 0.009 -0.585
C 3.740507 -2.787689 -1.138659 0.094 -0.070 -0.032 -0.723
C 3.842312 -1.641195 -1.977400 -0.002 -0.062 0.018 -1.216
C 2.599580 -1.071833 -2.031492 -0.073 -0.018 -0.005 -0.374
H 0.780308 -1.638772 -1.123270 -0.039 0.035 0.048 0.244
H 1.944166 -3.581126 -0.071407 0.002 -0.006 0.018 0.444
H 4.533613 -3.470481 -0.876258 0.017 -0.004 -0.001 1.318
H 4.724600 -1.278122 -2.476221 0.015 0.002 -0.006 0.430
H 2.242696 -0.194622 -2.541515 0.039 0.053 0.024 0.282
N 5.375958 -3.433419 1.784057 0.066 0.022 0.038 0.075
C 4.572396 -4.411779 2.297492 -0.006 0.005 -0.073 -0.313
C 5.335531 -5.189084 3.128022 0.019 -0.017 0.005 -0.621
C 6.651971 -4.653012 3.116852 0.001 -0.016 0.011 -0.376
C 6.642293 -3.569054 2.279598 -0.026 -0.003 -0.031 -0.576
H 5.077935 -2.720880 1.142154 -0.088 0.048 0.024 0.290
H 3.530520 -4.468756 2.033487 -0.026 0.009 0.030 0.375
H 4.988177 -6.042605 3.684907 -0.010 -0.010 0.013 0.406
H 7.505089 -5.019342 3.662281 0.013 -0.006 0.011 0.391
H 7.424364 -2.886594 1.995957 0.020 0.006 0.006 0.382
N -7.681453 7.350029 0.099722 -0.015 -0.078 -0.047 0.024
C -7.527119 7.071951 -1.231956 0.003 0.016 0.020 -0.473
C -6.999737 5.812696 -1.337084 0.023 0.017 0.001 -0.757
C -6.826754 5.312193 -0.016986 -0.036 -0.099 -0.058 0.220
C -7.263881 6.279836 0.843932 0.027 0.069 0.084 -0.944
H -8.044212 8.205120 0.473056 -0.021 0.048 0.027 0.179
H -7.802751 7.789987 -1.984719 0.007 0.004 -0.020 0.390
H -6.758395 5.306796 -2.256721 0.011 -0.010 -0.011 0.384
H -6.434838 4.349579 0.267785 0.024 0.000 0.017 0.551
H -7.309764 6.297623 1.919199 0.037 -0.011 0.019 0.445
N 4.050614 -5.901057 -2.773487 -0.005 -0.028 0.006 0.072
C 4.020163 -6.173916 -4.110856 0.021 0.038 0.030 -0.570
C 4.469233 -7.456135 -4.287382 0.038 -0.042 -0.032 -0.145
C 4.779999 -7.976323 -3.001280 0.026 -0.020 -0.028 -0.667
C 4.510156 -6.990503 -2.089358 -0.009 0.051 0.014 -0.423
H 3.776504 -5.028943 -2.354314 -0.054 0.080 -0.002 0.299
H 3.683249 -5.437055 -4.818907 -0.005 0.005 -0.017 0.359
H 4.560086 -7.965852 -5.232393 -0.052 -0.022 -0.010 0.292
H 5.155879 -8.959294 -2.772157 -0.008 -0.019 0.009 0.377
H 4.604839 -6.971996 -1.017096 0.011 -0.008 0.015 0.412
N -6.301827 0.368820 -0.695969 -0.028 0.044 0.004 0.099
C -7.078198 0.867228 -1.701051 0.001 0.010 0.022 -0.349
C -7.325847 -0.148734 -2.588790 -0.008 -0.001 -0.016 -0.610
C -6.668715 -1.307241 -2.092648 -0.003 0.002 -0.006 -0.516
C -6.046272 -0.950109 -0.923407 0.009 -0.011 0.014 -0.452
H -5.965783 0.896583 0.094472 0.008 -0.102 -0.013 0.341
H -7.389662 1.897905 -1.699289 -0.012 0.014 -0.009 0.394
H -7.910860 -0.070005 -3.489957 -0.008 0.003 -0.012 0.391
H -6.652972 -2.286409 -2.541428 0.001 -0.014 -0.004 0.386
H -5.444186 -1.519613 -0.237296 0.029 0.007 0.008 0.402
N 3.233837 5.876949 1.419392 -0.016 0.055 0.028 0.115
C 4.345867 6.520623 0.949782 -0.036 -0.049 0.001 -0.539
C 4.409120 7.743649 1.560417 -0.009 0.032 0.030 -0.407
C 3.289482 7.840429 2.432547 0.035 0.024 -0.025 -0.737
C 2.581794 6.673870 2.323688 0.016 -0.080 -0.054 -0.238
H 2.944312 4.958076 1.139721 0.015 -0.068 -0.008 0.191
H 4.993239 6.054388 0.227785 0.010 0.002 -0.014 0.393
H 5.172315 8.486627 1.401056 0.011 0.011 -0.001 0.387
H 3.033068 8.671610 3.066866 -0.012 0.014 0.011 0.410
H 1.676556 6.345567 2.809952 0.017 0.096 0.024 0.405
N -1.562893 -1.962188 3.286539 0.027 -0.067 -0.013 0.206
C -2.344794 -2.980868 3.754724 0.006 0.053 -0.041 -0.463
C -1.547000 -3.818044 4.488340 0.031 -0.010 0.043 -0.571
C -0.231839 -3.274988 4.463596 -0.005 -0.069 -0.039 -0.689
C -0.274498 -2.130578 3.709960 -0.018 -0.036 -0.028 -0.369
H -1.889714 -1.196536 2.724992 -0.068 0.099 0.019 0.204
H -3.397140 -3.018196 3.532779 -0.015 0.000 -0.001 0.431
H -1.870436 -4.712766 4.993627 -0.006 -0.012 0.009 0.382
H 0.643372 -3.675286 4.947357 0.021 -0.008 0.004 0.438
H 0.489539 -1.415414 3.455307 -0.014 0.059 0.050 0.436
N 6.046735 -10.226884 -6.875985 -0.035 -0.028 -0.050 0.011
C 5.223567 -9.676770 -7.819525 0.040 0.040 0.047 -0.382
C 4.851716 -10.670668 -8.683653 -0.008 -0.019 -0.012 -0.495
C 5.474052 -11.869823 -8.241749 -0.008 -0.005 -0.017 -0.377
C 6.202852 -11.562502 -7.124720 0.035 0.031 0.040 -0.499
H 6.469772 -9.726267 -6.117159 -0.003 0.033 0.048 0.213
H 4.973729 -8.630371 -7.794150 -0.010 0.015 -0.016 0.387
H 4.204503 -10.552927 -9.535884 -0.014 0.002 -0.011 0.394
H 5.394010 -12.844664 -8.691699 -0.004 -0.017 -0.006 0.383
H 6.815392 -12.176823 -6.488245 0.005 -0.020 0.003 0.366
```
Forces are in eV/Å.

Properties
HOMO-LUMO gap (eV): 7.96
HOMO energy (eV): -6.0
Charge: -1
Calculated total energy (eV): -83716.186

***

Computed, not measured: a molecular structure, C44H62BN9O3PSSc, with ωB97M-V/def2-TZVPD.

Structure (XYZ):
```
122
Properties=species:S:1:pos:R:3:forces:R:3:mulliken_charge:R:1
Sc 0.216940 0.154414 0.341290 0.251 0.529 0.305 -1.699
C -4.267502 -0.056576 3.961318 -0.024 -0.063 0.025 -0.917
N -3.557903 0.264134 2.738296 -0.032 0.104 0.060 0.404
C -4.122252 0.483860 1.511052 0.037 -0.030 0.101 -1.464
C -3.091789 0.605836 0.635014 0.011 -0.004 -0.076 -0.553
N -1.904682 0.450391 1.293767 -0.223 0.082 0.090 1.908
C -2.218673 0.249253 2.560967 -0.002 -0.087 0.002 -0.756
P -1.026212 -0.005317 3.892343 -0.030 -0.038 -0.124 -0.699
C 0.165139 1.292314 3.431928 0.097 0.085 0.150 -0.403
N 0.845818 1.417778 2.299703 -0.173 -0.015 0.101 1.225
C 1.685048 2.479299 2.473470 0.026 0.050 0.048 -0.478
C 1.511942 3.005054 3.718187 -0.020 -0.059 -0.053 -0.964
N 0.543031 2.250368 4.319783 -0.019 -0.013 -0.020 0.256
C 0.042571 2.438434 5.669718 -0.021 -0.023 0.048 -0.908
C -0.068391 -1.384984 3.218598 -0.033 -0.130 -0.013 -0.604
N 0.704896 -1.350341 2.142808 0.069 -0.097 0.135 1.211
C 1.436648 -2.508848 2.174604 -0.034 -0.029 -0.081 -0.479
C 1.055151 -3.261113 3.242149 -0.049 0.027 0.009 -1.193
N 0.103097 -2.538011 3.900744 0.015 0.049 0.102 0.391
C -0.671445 -2.986739 5.042565 -0.067 -0.007 0.043 -0.885
H -5.330870 0.093086 3.794824 0.007 0.023 -0.008 0.364
H -4.099274 -1.100431 4.226907 -0.010 -0.007 -0.028 0.328
H -3.941365 0.586720 4.777426 -0.001 -0.009 -0.020 0.317
H -5.187295 0.515074 1.372985 -0.039 -0.006 -0.005 0.626
H -3.127869 0.801589 -0.417146 -0.007 0.023 -0.018 0.273
H 2.337391 2.821673 1.695137 0.049 0.020 -0.076 0.295
H 1.974551 3.838399 4.213341 0.027 0.045 0.030 0.472
H 0.489380 3.340294 6.079896 0.005 -0.004 -0.015 0.334
H -1.040011 2.553525 5.667022 0.011 0.007 -0.011 0.326
H 0.306488 1.591735 6.302069 0.002 0.014 -0.002 0.336
H 2.181450 -2.740834 1.438142 0.026 -0.011 -0.059 0.662
H 1.361999 -4.235718 3.573804 0.015 -0.042 0.012 0.487
H -0.482416 -4.046357 5.192614 0.018 0.017 -0.012 0.362
H -0.396111 -2.439360 5.944201 0.002 -0.002 -0.018 0.314
H -1.733487 -2.857849 4.838099 0.022 -0.032 -0.036 0.291
C 0.071863 -5.015748 -0.640781 0.022 -0.002 0.077 -1.374
C 1.266917 -4.116799 -0.804756 -0.017 -0.088 0.038 0.786
C 2.537471 -4.658226 -0.967209 0.012 0.064 0.027 -1.049
C 3.639328 -3.816119 -0.986976 -0.059 -0.028 -0.035 0.970
C 5.036604 -4.374253 -1.070744 -0.017 0.012 0.014 -1.655
C 3.459845 -2.440215 -0.899852 0.086 -0.023 0.011 -0.615
C 2.192566 -1.835280 -0.843118 -0.223 -0.141 0.050 0.187
C 1.111303 -2.739593 -0.753674 0.105 -0.060 0.031 -0.584
N 1.933629 -0.465378 -0.722316 0.439 0.097 -0.221 0.844
C 2.654481 0.525615 -1.574967 -0.144 0.042 -0.048 2.325
C 2.960873 1.766871 -0.726627 -0.009 0.010 -0.015 -0.554
C 3.513591 2.917182 -1.573936 -0.036 0.022 0.035 0.411
C 2.497536 3.279891 -2.660598 0.090 -0.009 -0.066 -0.440
C 2.252162 2.072009 -3.567803 -0.013 -0.006 -0.032 0.354
C 3.562338 1.630084 -4.214021 -0.004 -0.022 0.038 -1.692
C 4.548974 1.261734 -3.106717 0.025 0.000 -0.015 0.379
C 4.822925 2.487205 -2.231620 0.000 -0.052 0.020 -1.820
C 3.986834 0.124313 -2.239959 -0.072 -0.016 0.042 -2.484
C 1.692718 0.933444 -2.714566 0.013 0.057 -0.002 -0.591
H 0.379036 -6.010228 -0.315817 0.002 -0.024 -0.021 0.428
H -0.480930 -5.129478 -1.575530 -0.046 0.043 -0.032 0.340
H -0.610311 -4.603429 0.103751 0.014 -0.014 -0.043 -0.074
H 2.667493 -5.732668 -1.022959 0.006 -0.032 0.001 0.322
H 5.024293 -5.463120 -1.101174 0.004 -0.012 0.005 0.395
H 5.631333 -4.065739 -0.209077 0.023 0.002 0.009 0.345
H 5.549953 -4.016378 -1.964742 0.007 0.000 -0.016 0.315
H 4.355115 -1.853010 -0.818168 0.078 0.211 -0.037 0.384
H 0.116436 -2.396971 -0.490426 -0.154 0.181 -0.228 0.250
H 3.673083 1.479023 0.054993 -0.002 0.013 0.026 0.557
H 2.040657 2.106471 -0.246365 -0.027 -0.022 0.015 -0.821
H 3.676287 3.787212 -0.928468 0.034 -0.014 -0.021 0.554
H 2.868388 4.126665 -3.248769 -0.013 0.006 -0.002 0.747
H 1.561511 3.582228 -2.195210 -0.071 0.032 0.060 -0.922
H 1.525046 2.340509 -4.341874 0.003 -0.015 0.005 0.477
H 3.970631 2.431550 -4.837530 0.024 0.006 -0.003 0.607
H 3.389702 0.765576 -4.862312 -0.008 -0.006 -0.017 0.598
H 5.485879 0.912741 -3.551365 0.002 0.013 -0.005 0.253
H 5.232361 3.301213 -2.837734 0.010 0.013 -0.009 0.603
H 5.566802 2.240041 -1.467533 0.008 0.007 0.006 0.565
H 4.732042 -0.093971 -1.473849 0.010 -0.068 0.026 0.427
H 3.855616 -0.766119 -2.855542 0.007 -0.085 0.007 0.518
H 1.487546 0.045522 -3.324716 -0.015 -0.006 -0.007 0.601
H 0.748591 1.260578 -2.268119 -0.008 -0.033 -0.005 -0.602
C -1.525964 -2.007457 -2.757946 -0.040 -0.062 0.203 -0.769
C -1.636068 -0.599163 -2.311397 -0.067 0.308 0.053 1.014
C -2.461725 0.341436 -3.137516 0.061 0.050 -0.028 -1.369
O -1.094201 -0.168054 -1.298623 -0.109 -0.579 -0.484 0.573
H -1.805862 -2.123938 -3.802531 -0.025 0.032 -0.029 0.600
H -2.232487 -2.581502 -2.125390 0.114 -0.010 -0.035 0.038
H -0.527823 -2.397257 -2.568482 -0.007 -0.013 -0.003 0.039
H -3.324541 -0.166002 -3.566216 -0.022 0.001 0.005 0.466
H -1.825983 0.670126 -3.966904 -0.012 -0.048 -0.032 0.367
H -2.746849 1.226822 -2.573753 0.029 -0.003 0.064 -0.001
C -4.032906 -5.209795 -2.774229 -0.005 0.001 0.012 -1.169
C -3.773649 -5.210129 -1.294051 -0.061 -0.194 -0.080 0.968
C -4.021700 -6.330161 -0.512563 -0.009 -0.026 -0.011 -0.853
C -3.719665 -6.204020 0.833838 0.010 0.035 -0.064 -0.261
N -3.223686 -5.104062 1.369051 0.020 0.015 0.124 -0.512
C -3.008076 -4.049643 0.545317 -0.153 -0.161 -0.018 -0.584
S -2.338888 -2.611513 1.200930 0.125 0.102 0.074 0.081
N -3.284731 -4.092646 -0.781431 0.094 0.205 0.090 -0.172
H -4.479414 -6.147072 -3.101686 -0.008 -0.010 -0.019 0.397
H -3.096022 -5.060355 -3.313794 0.007 0.003 -0.006 0.210
H -4.698001 -4.386587 -3.036072 -0.004 0.011 -0.004 0.262
H -4.421444 -7.244484 -0.927188 0.000 -0.002 -0.010 0.362
H -3.880246 -7.035345 1.514665 -0.016 -0.023 0.015 0.413
C -2.889296 4.886289 -1.178845 0.046 -0.051 0.051 -2.021
C -1.985772 4.210177 -0.161218 -0.055 0.093 0.083 1.369
C -2.726534 4.068500 1.169220 0.064 -0.031 -0.040 -1.726
O -1.665665 2.886887 -0.617367 0.064 -0.184 -0.041 -0.233
B -0.388551 2.521129 -0.141578 -0.023 0.211 -0.078 0.707
O 0.246790 3.706644 0.262029 0.061 -0.106 0.054 0.064
C -0.582574 4.853152 0.011469 -0.035 0.128 -0.095 1.798
C -0.449053 5.807794 1.187870 0.025 -0.071 -0.027 -1.874
C -0.089010 5.542933 -1.257191 -0.009 -0.078 0.061 -2.061
H -3.830799 4.339301 -1.239345 -0.022 0.007 -0.003 0.462
H -2.436384 4.895657 -2.167337 0.002 0.003 -0.032 0.357
H -3.109542 5.913755 -0.881654 -0.005 0.013 -0.002 0.337
H -3.639107 3.496327 1.008026 -0.022 -0.037 0.004 0.459
H -2.990841 5.041213 1.586827 -0.022 -0.002 0.001 0.416
H -2.109171 3.526335 1.890031 -0.014 0.009 0.009 0.048
H -0.665370 5.305806 2.129313 0.003 0.006 0.014 0.302
H -1.118067 6.663723 1.077973 -0.013 0.009 0.000 0.342
H 0.576087 6.177474 1.228068 0.011 0.027 0.008 0.457
H -0.196925 4.890854 -2.122610 0.008 -0.015 -0.029 0.402
H 0.967373 5.785867 -1.140288 0.020 0.000 -0.010 0.415
H -0.640169 6.465278 -1.446278 0.002 0.018 0.008 0.431
```
Forces are in eV/Å.

Properties
HOMO-LUMO gap (eV): 6.66
HOMO energy (eV): -6.4
Charge: 0
Relative energy (zero: lowest compared OMol25 entry of this formula, charge and spin) (kcal per mole): 23.7
Calculated total energy (eV): -107695.227

***

Number 1: LUMO energy 1.99 eV. Number 2: LUMO energy 0.24 eV.